Record 1
88
Properties=species:S:1:pos:R:3 method="wB97M-V/def2-TZVPD" lumo_ev=-3.310 charge=+1 de_lowest_kcal_mol=36.7
C -1.94 -1.42 3.96
C -2.58 -0.80 2.84
C -2.52 -1.72 1.74
H -3.13 0.14 2.84
C -1.85 -2.90 2.20
C -1.49 -2.71 3.57
H -1.01 -3.44 4.21
H -1.89 -1.00 4.96
H -3.00 -1.58 0.78
H -1.73 -3.82 1.62
Y -0.14 -1.06 2.12
Si -0.48 -0.37 -4.22
C -0.13 1.06 -5.43
C 1.14 1.30 -5.99
H 1.94 0.56 -5.87
C 1.40 2.51 -6.65
H 2.40 2.70 -7.04
C 0.40 3.47 -6.80
H 0.62 4.43 -7.29
C -0.88 3.19 -6.34
H -1.68 3.91 -6.47
C -1.16 1.98 -5.69
H -2.17 1.76 -5.33
C 0.24 -1.80 -5.17
C -0.22 -1.97 -6.49
H -0.98 -1.31 -6.90
C 0.30 -3.01 -7.28
H -0.08 -3.14 -8.29
C 1.26 -3.88 -6.76
H 1.64 -4.70 -7.37
C 1.72 -3.70 -5.45
H 2.47 -4.38 -5.04
C 1.21 -2.68 -4.66
H 1.55 -2.56 -3.62
H -1.94 -0.48 -4.18
Si 1.13 0.78 -2.41
C 0.36 -0.84 -1.75
C -1.03 -1.15 -1.80
H -1.79 -0.40 -2.05
C -1.50 -2.44 -1.53
H -2.56 -2.66 -1.69
C -0.65 -3.43 -1.06
H -1.04 -4.42 -0.79
C 0.71 -3.12 -0.90
H 1.39 -3.86 -0.48
C 1.21 -1.87 -1.26
H 2.27 -1.66 -1.15
C -0.13 2.14 -1.99
C -1.10 1.95 -0.99
H -1.12 1.02 -0.42
C -2.06 2.93 -0.73
H -2.80 2.75 0.05
C -2.07 4.13 -1.45
H -2.77 4.92 -1.18
C -1.13 4.31 -2.48
H -1.14 5.22 -3.07
C -0.16 3.34 -2.74
H 0.55 3.49 -3.55
H 2.48 1.05 -1.82
Cl 1.82 0.13 1.10
C 3.18 -0.64 4.48
P 1.46 -1.26 4.59
C 1.72 -2.85 5.46
C 0.80 -0.17 5.92
C 0.99 -0.43 7.28
C 0.47 0.45 8.25
C -0.24 1.59 7.85
C -0.43 1.87 6.49
C 0.10 1.01 5.53
P -0.04 1.36 3.73
C -1.48 2.46 3.61
C 1.34 2.54 3.49
H 3.43 -0.49 3.42
H 3.86 -1.39 4.93
H 3.27 0.31 5.02
H 2.67 -2.82 6.01
H 0.89 -3.04 6.16
H 1.74 -3.65 4.72
H 1.54 -1.32 7.60
H 0.63 0.24 9.31
H -0.66 2.26 8.59
H -0.98 2.76 6.18
H -1.20 3.46 3.97
H -1.78 2.53 2.55
H -2.31 2.07 4.20
H 1.04 3.52 3.87
H 2.24 2.19 4.01
H 1.56 2.59 2.41



Record 2
13
Properties=species:S:1:pos:R:3 method="wB97M-V/def2-TZVPD" lumo_ev=-3.809 charge=+1 de_lowest_kcal_mol=38.7
C 1.58 -0.32 -0.35
C -0.05 1.53 0.09
N 0.79 1.04 -0.56
N -1.10 2.05 0.49
N 0.99 -1.34 0.40
I -4.33 -0.15 -0.05
H 1.93 -0.66 -1.45
H 2.47 0.14 0.11
H 0.39 -1.08 1.13
H -2.04 1.61 0.18
H -1.14 2.86 0.97
H -5.18 0.93 -0.93
H 0.76 -2.08 -0.19



Record 3
42
Properties=species:S:1:pos:R:3 method="wB97M-V/def2-TZVPD" spin_multiplicity=2 lumo_ev="-10.819 / -13.205" s2=0.773 charge=+3 de_lowest_kcal_mol=4.2
Yb -2.44 -0.53 -1.68
C -2.50 -0.26 0.79
O -2.88 -0.04 1.86
C -4.67 -0.64 -0.48
O -5.52 -0.50 0.29
C -2.55 -2.86 -0.81
O -2.56 -3.94 -0.42
C -3.24 1.63 -0.86
O -3.67 2.55 -0.30
C -2.93 -0.54 -4.23
H -2.58 0.43 -4.59
H -2.29 -1.41 -4.47
C -4.14 -0.69 -3.63
H -4.56 -1.68 -3.39
H -4.83 0.15 -3.49
C 4.02 -2.19 2.16
C 3.51 -0.87 2.70
N 2.43 -0.30 1.88
C 1.20 0.11 2.58
C 0.88 1.59 2.56
C 2.83 0.16 0.64
O 4.01 0.14 0.30
C 1.77 0.67 -0.31
C 2.07 1.74 -1.16
C 1.08 2.25 -2.00
C -0.18 1.63 -1.99
N -0.43 0.54 -1.24
C 0.53 0.03 -0.43
H 3.20 -2.91 2.13
H 4.80 -2.58 2.82
H 4.43 -2.06 1.15
H 3.11 -0.99 3.71
H 4.35 -0.15 2.73
H 0.36 -0.48 2.19
H 1.34 -0.22 3.62
H 0.75 1.97 1.55
H -0.04 1.77 3.13
H 1.68 2.15 3.05
H 3.08 2.13 -1.15
H 1.26 3.09 -2.66
H -0.98 2.01 -2.64
H 0.30 -0.91 0.10